The following is a quantum chemistry calculation of C5H20FO5Zr as an isolated structure at a distorted geometry, from the OMol25 dataset.

Atoms and positions in Å:
Zr (-23.6199, 19.1439, -12.6872)
F (-25.2802, 18.8650, -11.2681)
C (-27.8504, 19.8413, -9.1024)
O (-27.8403, 20.2197, -10.4324)
H (-27.7303, 20.7886, -8.5768)
H (-28.8085, 19.4104, -8.8117)
H (-27.0244, 19.2613, -8.6909)
H (-27.0671, 19.8690, -10.8804)
C (-26.4560, 21.0483, -13.1403)
O (-25.5429, 20.2211, -13.7810)
H (-26.3666, 22.0969, -13.4242)
H (-27.4966, 20.8734, -13.4139)
H (-26.3205, 21.1199, -12.0611)
H (-25.8996, 19.9132, -14.6174)
C (-24.3147, 15.9487, -11.7156)
O (-23.3363, 16.9215, -11.6924)
H (-25.0326, 16.1566, -12.5090)
H (-23.8456, 14.9774, -11.8723)
H (-24.7203, 15.9115, -10.7045)
H (-22.5480, 16.5181, -11.3217)
C (-24.1355, 21.8769, -10.6052)
O (-23.8842, 21.3534, -11.9531)
H (-24.4828, 22.9070, -10.6854)
H (-24.9425, 21.3762, -10.0704)
H (-23.2462, 21.9219, -9.9765)
H (-23.5339, 22.0793, -12.4746)
C (-28.2683, 16.5658, -10.5494)
O (-29.7037, 16.6842, -10.3601)
H (-27.9977, 15.6176, -11.0140)
H (-27.7900, 17.3695, -11.1092)
H (-27.7974, 16.6308, -9.5684)
H (-30.0605, 17.1838, -11.0981)

The electronic energy comes out at -19707.49188 eV. The calculation puts the frontier orbital gap at 2.4 eV. As for the charge: +3. Its multiplicity is 1. For the LUMO energy, the calculation gives -0.59193 Eh. The HOMO energy comes out at -18.460 eV.